P:
Here is 2 unconnected molecules or ions with the total composition C2H2N2O3 from OMol25. Energies are from ωB97M-V/def2-TZVPD.

The HOMO energy comes out at -0.3930 Ha. The SMILES is O=C=NO.N=C=O. Its charge is 0.

Last column: natural (NBO) charge in e.
Element x y z (Å)
O (1.65, -1.56, 1.49)  -0.503
C (1.59, -0.54, 0.90)  0.792
N (1.13, 0.36, 0.25)  -0.280
O (1.49, 1.25, -0.73)  -0.498
H (1.48, 2.16, -0.45)  0.490
N (-2.02, -0.63, 0.35)  -0.792
C (-2.03, -0.21, -0.79)  0.871
O (-2.04, 0.22, -1.87)  -0.508
H (-1.26, -1.05, 0.85)  0.427


Q:
Here is a molecular structure, C2H2N2O3 from OMol25. Energies are from ωB97M-V/def2-TZVPD.

The HOMO energy comes out at -0.3808 Ha. Its charge is 0.

Last column: natural (NBO) charge in e.
Element x y z (Å)
C (0.89, -0.26, -0.07)  0.764
C (-1.10, -0.39, -0.01)  0.789
N (-0.01, -1.34, 0.13)  -0.670
N (-0.12, 0.60, -0.22)  -0.211
O (2.06, -0.09, 0.07)  -0.548
O (-2.28, -0.46, -0.08)  -0.502
O (-0.06, 1.92, 0.00)  -0.514
H (-0.15, -2.15, -0.34)  0.397
H (0.76, 2.17, 0.52)  0.495


R:
Here is C2H2N2O3 in the gas phase from OMol25. Energies are from ωB97M-V/def2-TZVPD.

The HOMO energy comes out at -0.3540 Ha. The SMILES is O=[N+]([O-])N=C=CO. Its charge is 0.

Last column: natural (NBO) charge in e.
Element x y z (Å)
O (2.09, -1.62, -1.54)  -0.317
N (1.53, -0.93, -0.75)  0.621
O (1.72, -0.86, 0.43)  -0.368
N (0.50, -0.07, -1.28)  -0.335
C (-0.23, 0.47, -0.45)  0.269
C (-0.83, 0.93, 0.62)  0.054
O (-2.00, 0.52, 1.16)  -0.639
H (-0.53, 1.91, 0.97)  0.225
H (-2.24, -0.36, 0.83)  0.490


S:
Here is 2 unconnected molecules or ions with the total composition C2H2N2O3 from OMol25. Energies are from ωB97M-V/def2-TZVPD.

The HOMO energy (spin up / spin down) comes out at -0.4002 / -0.4002 Ha. Its charge is 0.

Last column: natural (NBO) charge in e.
Element x y z (Å)
C (2.05, 0.36, 0.06)  0.517
C (-0.42, -0.64, 0.06)  0.080
N (3.07, 0.39, -0.50)  -0.415
N (-1.43, 0.29, -0.07)  0.430
O (-1.86, 0.48, -1.19)  -0.330
O (-1.85, 0.87, 0.89)  -0.310
O (1.05, 0.37, 0.79)  -0.506
H (-0.64, -1.28, 0.94)  0.265
H (0.02, -0.85, -0.96)  0.270


Q is the most stable structure; the next one sits 11.8 kcal/mol above it.


P:
Here is C4H8O in the gas phase from OMol25. Energies are from ωB97M-V/def2-TZVPD.

The HOMO energy (spin up / spin down) comes out at -0.2430 / -0.2792 Ha. Its charge is 0.

Last column: natural (NBO) charge in e.
Element x y z (Å)
C (-1.38, -1.02, -0.36)  -0.675
C (-0.18, -0.15, -0.24)  0.365
C (1.15, -0.64, 0.18)  -0.698
C (0.45, 1.93, 0.19)  -0.231
O (-0.37, 1.11, -0.51)  -0.416
H (-1.95, -1.00, 0.58)  0.219
H (-2.05, -0.65, -1.15)  0.229
H (-1.10, -2.06, -0.56)  0.218
H (1.34, -0.70, 1.26)  0.218
H (1.88, 0.09, -0.20)  0.243
H (1.31, -1.65, -0.23)  0.212
H (0.32, 1.82, 1.26)  0.152
H (0.56, 2.92, -0.24)  0.165


Q:
Here is C4H8O in the gas phase from OMol25. Energies are from ωB97M-V/def2-TZVPD.

The HOMO energy comes out at -0.3647 Ha. The SMILES is C=CCCO. Its charge is 0.

Last column: natural (NBO) charge in e.
Element x y z (Å)
C (1.72, -0.43, -0.39)  -0.435
C (0.90, 0.62, -0.44)  -0.158
C (-0.41, 0.95, 0.11)  -0.478
C (-1.15, -0.41, 0.72)  -0.057
O (-1.71, -1.19, -0.32)  -0.720
H (2.70, -0.37, -0.86)  0.212
H (1.47, -1.34, 0.13)  0.193
H (1.32, 1.64, -0.94)  0.187
H (-1.07, 1.32, -0.68)  0.228
H (-0.32, 1.68, 0.92)  0.224
H (-1.98, -0.06, 1.35)  0.178
H (-0.49, -1.01, 1.35)  0.159
H (-0.99, -1.41, -0.94)  0.468


R:
Here is C4H8O in the gas phase from OMol25. Energies are from ωB97M-V/def2-TZVPD.

The HOMO energy comes out at -0.3677 Ha. The SMILES is CC(C)C=O. Its charge is 0.

Last column: natural (NBO) charge in e.
Element x y z (Å)
C (-0.31, 1.49, 0.01)  -0.631
C (-0.40, -0.03, 0.47)  -0.359
C (-1.55, -0.76, -0.30)  -0.607
C (0.91, -0.69, 0.32)  0.421
O (1.74, -0.11, -0.47)  -0.538
H (0.39, 1.58, -1.00)  0.265
H (-1.50, 1.87, -0.33)  0.211
H (0.08, 2.22, 1.06)  0.224
H (-0.54, -0.11, 1.66)  0.218
H (-2.59, -0.36, -0.26)  0.228
H (-1.53, -1.80, -0.04)  0.210
H (-1.35, -0.85, -1.35)  0.217
H (1.17, -1.64, 1.07)  0.140


Q is the most stable structure; the next one sits 32.3 kcal/mol above it.


P:
Here is 10 unconnected molecules or ions with the total composition H20O10 from OMol25. Energies are from ωB97M-V/def2-TZVPD.

The HOMO energy comes out at -0.3500 Ha. The SMILES is O.O.O.O.O.O.O.O.O.O. Its charge is 0.

Last column: natural (NBO) charge in e.
Element x y z (Å)
O (0.45, 0.50, 0.86)  -0.921
H (0.81, 1.28, 0.41)  0.466
H (-0.14, 0.11, 0.21)  0.452
O (1.06, -0.72, -1.45)  -0.916
H (0.11, -0.59, -1.41)  0.461
H (1.39, 0.03, -1.96)  0.445
O (-2.89, -0.47, 0.98)  -0.938
H (-2.90, -1.08, 1.72)  0.485
H (-2.02, -0.59, 0.59)  0.453
O (-1.89, -4.21, 1.52)  -0.937
H (-1.42, -3.89, 0.75)  0.468
H (-2.54, -4.83, 1.16)  0.470
O (3.46, 0.15, 2.91)  -0.932
H (4.34, 0.20, 3.31)  0.466
H (3.20, 1.07, 2.80)  0.466
O (0.16, -2.25, -2.07)  -0.907
H (0.20, -1.71, -2.87)  0.474
H (-0.77, -2.29, -1.85)  0.446
O (0.27, 4.87, 0.45)  -0.928
H (-0.09, 5.38, 1.18)  0.477
H (-0.16, 4.01, 0.52)  0.453
O (-0.61, 2.37, 2.83)  -0.935
H (-0.17, 1.51, 2.88)  0.488
H (-0.45, 2.66, 1.93)  0.445
O (3.21, -1.49, -3.19)  -0.939
H (3.47, -0.65, -3.56)  0.459
H (2.90, -1.27, -2.30)  0.480
O (-2.61, 0.61, -2.03)  -0.964
H (-3.35, 0.28, -1.51)  0.487
H (-3.02, 1.01, -2.80)  0.477


Q:
Here is 10 unconnected molecules or ions with the total composition H20O10 from OMol25. Energies are from ωB97M-V/def2-TZVPD.

The HOMO energy comes out at -0.3772 Ha. The SMILES is O.O.O.O.O.O.O.O.O.O. Its charge is 0.

Last column: natural (NBO) charge in e.
Element x y z (Å)
O (0.47, 2.55, -1.59)  -0.935
H (0.14, 1.93, -2.25)  0.477
H (1.31, 2.83, -1.93)  0.459
O (-1.90, 2.85, 1.32)  -0.960
H (-2.15, 2.89, 2.25)  0.462
H (-2.09, 2.01, 0.93)  0.483
O (1.54, -2.98, -1.21)  -0.968
H (0.71, -3.37, -1.08)  0.477
H (1.53, -2.06, -1.05)  0.482
O (-4.26, -2.02, -0.68)  -0.930
H (-3.89, -1.49, -1.36)  0.456
H (-3.49, -2.08, -0.16)  0.470
O (-1.38, -2.91, -0.23)  -0.977
H (-1.12, -1.97, -0.46)  0.489
H (-1.87, -3.07, -1.02)  0.456
O (-2.42, 0.25, 1.38)  -0.955
H (-3.35, 0.25, 1.57)  0.504
H (-1.97, 0.38, 2.20)  0.493
O (-0.64, -0.32, -0.49)  -0.964
H (0.17, -0.03, -0.12)  0.482
H (-1.32, -0.06, 0.15)  0.491
O (2.44, -0.33, -1.40)  -0.934
H (3.32, -0.23, -1.68)  0.461
H (2.49, 0.42, -0.80)  0.465
O (2.97, -0.01, 2.41)  -0.976
H (2.44, 0.39, 1.71)  0.492
H (3.86, 0.34, 2.53)  0.472
O (2.49, 1.70, 0.33)  -0.947
H (2.58, 2.48, 0.85)  0.501
H (3.38, 1.64, -0.11)  0.473


Q is the most stable structure; the next one sits 54.1 kcal/mol above it.


P:
Here is 10 unconnected molecules or ions with the total composition H20O10 from OMol25. Energies are from ωB97M-V/def2-TZVPD.

The HOMO energy comes out at -0.3936 Ha. The SMILES is O.O.O.O.O.O.O.O.O.O. Its charge is 0.

Last column: natural (NBO) charge in e.
Element x y z (Å)
O (-2.80, 1.23, 1.15)  -0.971
H (-2.60, 0.88, 0.30)  0.478
H (-2.16, 1.94, 1.21)  0.497
O (-1.59, 0.74, -1.90)  -1.009
H (-0.94, 0.53, -2.70)  0.513
H (-2.34, 1.10, -2.39)  0.475
O (-0.54, -1.77, -0.76)  -0.960
H (-0.45, -0.83, -0.43)  0.477
H (-0.39, -1.63, -1.74)  0.485
O (2.34, 0.40, -0.81)  -0.997
H (2.17, -0.42, -0.31)  0.492
H (1.81, 1.03, -0.23)  0.497
O (1.94, -2.31, -0.29)  -0.975
H (1.28, -2.81, -0.83)  0.515
H (2.71, -2.82, -0.26)  0.476
O (-1.91, -1.27, 2.54)  -0.980
H (-2.31, -1.46, 3.40)  0.473
H (-2.19, -0.35, 2.33)  0.508
O (0.69, -0.17, -3.03)  -1.011
H (1.37, 0.09, -2.33)  0.524
H (1.11, 0.17, -3.84)  0.482
O (1.00, -1.07, 2.07)  -0.991
H (0.11, -1.27, 2.43)  0.516
H (1.20, -1.68, 1.42)  0.496
O (1.15, 1.53, 1.35)  -1.001
H (1.83, 1.78, 1.99)  0.496
H (0.92, 0.59, 1.57)  0.518
O (-0.71, 2.95, 0.08)  -1.010
H (-0.70, 2.28, -0.69)  0.489
H (0.00, 2.64, 0.70)  0.497


Q:
Here is 10 unconnected molecules or ions with the total composition H20O10 from OMol25. Energies are from ωB97M-V/def2-TZVPD.

The HOMO energy comes out at -0.4152 Ha. The SMILES is O.O.O.O.O.O.O.O.O.O. Its charge is 0.

Last column: natural (NBO) charge in e.
Element x y z (Å)
O (-2.83, 4.24, -0.67)  -0.942
H (-1.97, 4.65, -0.79)  0.472
H (-3.27, 4.81, -0.04)  0.470
O (-0.81, -3.27, 2.30)  -0.938
H (-0.71, -2.59, 1.64)  0.475
H (-0.96, -2.80, 3.12)  0.463
O (-5.94, 1.73, 0.18)  -0.940
H (-5.23, 2.21, -0.25)  0.470
H (-5.52, 0.94, 0.53)  0.469
O (-0.52, -0.24, -0.12)  -0.954
H (0.42, -0.11, -0.28)  0.478
H (-0.92, 0.58, -0.38)  0.476
O (-0.91, 1.70, -4.44)  -0.936
H (-1.72, 1.19, -4.55)  0.468
H (-0.34, 1.40, -5.15)  0.468
O (3.51, -0.86, -1.66)  -0.945
H (4.16, -0.68, -0.98)  0.473
H (3.99, -0.76, -2.48)  0.472
O (3.27, -4.74, 0.44)  -0.934
H (2.84, -3.88, 0.44)  0.469
H (3.63, -4.83, 1.32)  0.465
O (5.39, 0.63, 2.05)  -0.944
H (5.70, 0.89, 2.91)  0.469
H (4.47, 0.92, 2.02)  0.476
O (-4.14, -2.22, -1.70)  -0.936
H (-3.27, -1.85, -1.60)  0.470
H (-4.24, -2.36, -2.64)  0.466
O (2.07, 2.01, 3.30)  -0.942
H (1.44, 1.29, 3.26)  0.472
H (2.40, 1.99, 4.20)  0.470


R:
Here is 10 unconnected molecules or ions with the total composition H20O10 from OMol25. Energies are from ωB97M-V/def2-TZVPD.

The HOMO energy comes out at -0.3977 Ha. The SMILES is O.O.O.O.O.O.O.O.O.O. Its charge is 0.

Last column: natural (NBO) charge in e.
Element x y z (Å)
O (-11.82, -0.16, -2.65)  -0.985
H (-11.49, 0.14, -3.54)  0.509
H (-12.00, -1.08, -2.87)  0.490
O (-13.93, 3.09, -4.01)  -0.966
H (-13.73, 2.54, -3.31)  0.473
H (-14.07, 3.94, -3.63)  0.505
O (-10.58, 0.53, -5.13)  -1.028
H (-10.20, -0.02, -5.81)  0.487
H (-11.15, 1.24, -5.54)  0.523
O (-11.11, 6.24, -4.69)  -0.963
H (-10.40, 5.59, -4.56)  0.501
H (-11.35, 5.99, -5.58)  0.472
O (-9.12, 3.96, -4.89)  -1.023
H (-8.46, 3.63, -5.51)  0.477
H (-9.12, 3.30, -4.14)  0.512
O (-10.93, 3.73, -1.92)  -1.001
H (-11.72, 3.27, -1.53)  0.512
H (-10.67, 4.44, -1.28)  0.486
O (-13.19, 5.46, -2.79)  -0.987
H (-12.51, 5.01, -2.28)  0.472
H (-12.64, 5.86, -3.50)  0.505
O (-11.78, 2.80, -5.86)  -0.997
H (-12.43, 2.85, -5.10)  0.512
H (-10.99, 3.29, -5.59)  0.498
O (-9.24, 1.96, -3.25)  -0.982
H (-9.63, 1.06, -3.54)  0.506
H (-9.88, 2.26, -2.59)  0.500
O (-12.83, 1.87, -1.19)  -1.026
H (-12.43, 1.04, -1.63)  0.525
H (-13.22, 1.70, -0.33)  0.491


R is the most stable structure; the next one sits 9.5 kcal/mol above it.